Molecular formula: C2H6NO
Method: DFT, ωB97M-V with the def2-TZVPD basis set

Each atom is followed by the atoms it is bonded to, with distances in Å.
Geometry (Å):
1 C 1.164 0.106 -0.161  O2 1.327, C3 1.549, H5 1.129, H6 1.140
2 O 1.747 -0.471 -1.205  C1 1.327
3 C -0.364 0.342 -0.267  C1 1.549, N4 1.484, H7 1.093, H8 1.095
4 N -1.151 -0.771 0.321  C3 1.484, H9 1.015, H10 1.013
5 H 1.571 1.138 0.051  C1 1.129
6 H 1.301 -0.400 0.851  C1 1.140
7 H -0.579 0.225 -1.332  C3 1.093
8 H -0.687 1.302 0.150  C3 1.095
9 H -0.867 -0.944 1.280  N4 1.015
10 H -2.135 -0.527 0.313  N4 1.013

## Properties
net charge	-1
energy above the lowest of the compared OMol25 structures with the same formula, charge and spin	0.480	eV
total energy	-5707.857	eV
HOMO energy	-1.95	eV
SMILES	NCC[O-]
HOMO-LUMO gap	6.630	eV